Model one:
Computed, not measured: C5H6O in the gas phase, with ωB97M-V with the def2-TZVPD basis set.

Summary:
* orbital gap (spin up / spin down): 8.12 / 7.30 eV
* multiplicity: 1

Bonds (Å) are listed after each position.
Element x y z (Å)
1 C 0.98 -1.94 -0.37  C2 1.486, H7 1.093, H8 1.097, H9 1.099
2 C 0.28 -0.69 0.03  C1 1.486, O3 1.284, H10 1.086
3 O 0.84 0.43 -0.27  C2 1.284, C4 1.336
4 C 0.35 1.66 -0.09  O3 1.336, C5 1.395, H11 1.077
5 C -0.97 1.82 0.34  C4 1.395, C6 1.215
6 C -2.13 1.86 0.70  C5 1.215, H12 1.067
7 H 1.79 -1.72 -1.06  C1 1.093
8 H 0.28 -2.63 -0.86  C1 1.097
9 H 1.40 -2.48 0.50  C1 1.099
10 H -0.67 -0.66 0.54  C2 1.086
11 H 1.01 2.43 -0.43  C4 1.077
12 H -3.16 1.93 0.98  C6 1.067

Model two:
Computed, not measured: C5H6O in the gas phase, with ωB97M-V with the def2-TZVPD basis set.

Summary:
* orbital gap: 8.39 eV
* multiplicity: 1

Bonds (Å) are listed after each position.
Element x y z (Å)
1 C -1.68 -0.03 -0.08  C2 1.565, H7 1.100, H8 1.091, H9 1.090
2 C -0.14 0.24 -0.04  C1 1.565, C3 1.361, C6 1.354
3 C -0.34 1.53 -0.43  C2 1.361, H10 1.097
4 O 2.65 0.64 -0.23  C5 1.219
5 C 2.18 -0.46 0.02  O4 1.219, C6 1.452, H11 1.111
6 C 0.77 -0.74 0.16  C2 1.354, C5 1.452, H12 1.085
7 H -2.34 0.85 -0.03  C1 1.100
8 H -1.88 -0.64 0.80  C1 1.091
9 H -1.91 -0.56 -1.01  C1 1.090
10 H -0.58 2.27 0.34  C3 1.097
11 H 2.85 -1.34 0.13  C5 1.111
12 H 0.44 -1.75 0.37  C6 1.085

Model three:
Computed, not measured: C5H6O in the gas phase, with ωB97M-V with the def2-TZVPD basis set.

Summary:
* orbital gap: 8.56 eV
* multiplicity: 1
* structure (SMILES): Cc1ccco1

Bonds (Å) are listed after each position.
Element x y z (Å)
1 C -1.58 -0.09 0.29  C2 1.509, H7 1.073, H8 1.103, H9 1.098
2 C -0.46 0.33 -0.63  C1 1.509, C3 1.356, O6 1.369
3 C 0.51 1.20 -0.26  C2 1.356, C4 1.448, H10 1.085
4 C 1.59 0.28 0.00  C3 1.448, C5 1.351, H11 1.076
5 C 1.27 -0.90 -0.59  C4 1.351, O6 1.364, H12 1.076
6 O 0.07 -0.78 -1.23  C2 1.369, C5 1.364
7 H -2.49 0.41 0.06  C1 1.073
8 H -1.27 0.13 1.33  C1 1.103
9 H -1.69 -1.18 0.24  C1 1.098
10 H 0.35 2.14 0.27  C3 1.085
11 H 2.20 0.38 0.88  C4 1.076
12 H 1.52 -1.92 -0.38  C5 1.076

Q: Which of them is the least stable? A: model one.

Model one:
Computed, not measured: a gas-phase ion, C5H13N2O (charge +1), with ωB97M-V with the def2-TZVPD basis set.

Summary:
* charge: +1
* orbital gap: 9.47 eV
* multiplicity: 1
* structure (SMILES): [NH3+]CCNCCC=O

Bonds (Å) are listed after each position.
Element x y z (Å)
1 N -0.33 -2.49 -1.51  C2 1.498, H9 1.050, H10 1.074, H11 1.155
2 C -1.05 -2.30 -0.21  N1 1.498, C3 1.539, H12 1.079, H13 1.171
3 C -1.47 -0.82 -0.16  C2 1.539, N4 1.490, H14 1.076, H15 1.144
4 N -0.28 0.03 -0.41  C3 1.490, C5 1.441, H16 0.991
5 C -0.57 1.44 -0.31  N4 1.441, C6 1.604, H17 1.099, H18 1.121
6 C 0.70 2.30 0.13  C5 1.604, C7 1.542, H19 1.037, H20 1.183
7 C 1.48 1.83 1.37  C6 1.542, O8 1.190, H21 1.243
8 O 1.75 0.68 1.56  C7 1.190
9 H -0.88 -2.48 -2.40  N1 1.050
10 H 0.25 -3.40 -1.45  N1 1.074
11 H 0.30 -1.52 -1.56  N1 1.155
12 H -0.38 -2.47 0.61  C2 1.079
13 H -1.78 -3.22 -0.14  C2 1.171
14 H -2.36 -0.80 -0.77  C3 1.076
15 H -1.56 -0.72 0.97  C3 1.144
16 H 0.49 -0.07 0.21  N4 0.991
17 H -1.42 1.68 0.34  C5 1.099
18 H -0.93 1.76 -1.32  C5 1.121
19 H 0.43 3.30 0.19  C6 1.037
20 H 1.59 2.29 -0.65  C6 1.183
21 H 1.97 2.75 2.05  C7 1.243

Model two:
Computed, not measured: a gas-phase ion, C5H13N2O (charge +1), with ωB97M-V with the def2-TZVPD basis set.

Summary:
* charge: +1
* orbital gap: 10.90 eV
* multiplicity: 1
* structure (SMILES): CCC[C@@H]([NH3+])C(N)=O

Bonds (Å) are listed after each position.
Element x y z (Å)
1 C -0.57 -1.25 -2.56  C2 1.563, H9 1.156, H10 1.127, H11 1.115
2 C 0.34 -0.81 -1.36  C1 1.563, C3 1.504, H12 1.177, H13 1.055
3 C -0.53 -0.22 -0.29  C2 1.504, C4 1.573, H14 1.051, H15 1.086
4 C 0.47 0.39 0.75  C3 1.573, N5 1.526, C6 1.537, H16 1.217
5 N 1.02 1.70 0.19  C4 1.526, H17 1.033, H18 1.001, H19 1.087
6 C -0.20 0.73 2.09  C4 1.537, N7 1.376, O8 1.257
7 N -0.63 -0.26 2.95  C6 1.376, H20 1.058, H21 0.946
8 O -0.15 1.95 2.39  C6 1.257
9 H -1.43 -0.56 -2.88  C1 1.156
10 H -1.11 -2.24 -2.51  C1 1.127
11 H 0.24 -1.34 -3.32  C1 1.115
12 H 1.21 -0.14 -1.79  C2 1.177
13 H 0.91 -1.61 -0.99  C2 1.055
14 H -1.33 0.42 -0.53  C3 1.051
15 H -1.18 -0.97 0.17  C3 1.086
16 H 1.33 -0.47 0.81  C4 1.217
17 H 0.21 2.20 -0.23  N5 1.033
18 H 1.46 2.24 0.91  N5 1.001
19 H 1.85 1.48 -0.47  N5 1.087
20 H -1.13 -0.05 3.86  N7 1.058
21 H -0.79 -1.18 2.80  N7 0.946

Q: Which of them is the least stable? A: model one.

Model one:
Computed, not measured: a gas-phase ion, C5H13N2O (charge +1), with ωB97M-V with the def2-TZVPD basis set.

Summary:
* charge: +1
* orbital gap: 10.16 eV
* multiplicity: 1
* structure (SMILES): C[C@@H]([NH3+])C(=O)N(C)C

Bonds (Å) are listed after each position.
Element x y z (Å)
1 C -1.75 -0.21 1.18  C2 1.554, H9 1.100, H10 1.088, H11 1.082
2 C -0.51 -0.96 0.63  C1 1.554, N3 1.493, C4 1.500, H12 1.129
3 N -0.85 -2.32 0.11  C2 1.493, H13 1.014, H14 1.033, H15 1.061
4 C -0.15 -0.16 -0.59  C2 1.500, O5 1.242, N6 1.337
5 O -0.46 -0.65 -1.69  C4 1.242
6 N 0.78 0.80 -0.56  C4 1.337, C7 1.475, C8 1.462
7 C 1.39 1.39 -1.76  N6 1.475, H16 1.092, H17 1.088, H18 1.074
8 C 1.25 1.41 0.69  N6 1.462, H19 1.111, H20 1.110, H21 1.078
9 H -2.00 -0.49 2.21  C1 1.100
10 H -2.64 -0.38 0.58  C1 1.088
11 H -1.67 0.86 1.04  C1 1.082
12 H 0.19 -0.96 1.52  C2 1.129
13 H -1.72 -2.68 0.49  N3 1.014
14 H -0.06 -2.94 0.35  N3 1.033
15 H -1.01 -2.18 -0.93  N3 1.061
16 H 1.28 0.79 -2.67  C7 1.092
17 H 2.47 1.51 -1.69  C7 1.088
18 H 0.99 2.38 -1.88  C7 1.074
19 H 1.95 2.23 0.43  C8 1.111
20 H 1.94 0.67 1.16  C8 1.110
21 H 0.58 1.89 1.38  C8 1.078

Model two:
Computed, not measured: a gas-phase ion, C5H13N2O (charge +1), with ωB97M-V with the def2-TZVPD basis set.

Summary:
* charge: +1
* orbital gap: 8.19 eV
* multiplicity: 1
* structure (SMILES): C=C(N)C[C@@H]([NH3+])CO

Bonds (Å) are listed after each position.
Element x y z (Å)
1 C 1.24 0.87 -1.74  C2 1.337, H9 1.082, H10 1.081
2 C 1.26 -0.18 -0.91  C1 1.337, N3 1.381, C4 1.523
3 N 2.44 -0.85 -0.61  C2 1.381, H11 1.002, H12 1.007
4 C 0.00 -0.98 -0.60  C2 1.523, C5 1.526, H13 1.087, H14 1.093
5 C -0.92 -0.40 0.47  C4 1.526, N6 1.500, C7 1.540, H15 1.088
6 N -0.26 -0.39 1.81  C5 1.500, H16 1.026, H17 1.018, H18 1.024
7 C -1.40 1.03 0.16  C5 1.540, O8 1.438, H19 1.090, H20 1.078
8 O -2.48 1.26 1.07  C7 1.438, H21 0.962
9 H 0.33 1.41 -1.92  C1 1.082
10 H 2.00 1.15 -2.46  C1 1.081
11 H 2.57 -1.63 0.01  N3 1.002
12 H 3.26 -0.30 -0.79  N3 1.007
13 H -0.65 -1.18 -1.45  C4 1.087
14 H 0.34 -1.99 -0.35  C4 1.093
15 H -1.86 -0.94 0.58  C5 1.088
16 H 0.36 0.43 1.91  N6 1.026
17 H 0.28 -1.22 2.04  N6 1.018
18 H -0.96 -0.26 2.55  N6 1.024
19 H -0.64 1.71 0.54  C7 1.090
20 H -1.61 1.20 -0.89  C7 1.078
21 H -3.31 1.25 0.59  O8 0.962

Q: Which of them is the least stable? A: model two.

Model one:
Computed, not measured: 2 unconnected molecules or ions with the total composition C5H13N2O, with ωB97M-V with the def2-TZVPD basis set.

Summary:
* charge: +1
* orbital gap: 10.43 eV
* multiplicity: 1

Bonds (Å) are listed after each position.
Element x y z (Å)
1 C -3.88 0.53 0.51  C2 1.475, N7 1.459, H9 1.082, H10 1.083
2 C -3.83 0.04 -0.88  C1 1.475, N7 1.458, H11 1.083, H12 1.083
3 C 3.84 -0.78 0.24  C4 1.525, H13 1.090, H14 1.088, H15 1.089
4 C 3.35 0.63 -0.10  C3 1.525, N6 1.456, H16 1.090, H17 1.096
5 C 0.98 -0.04 -0.12  N6 1.318, O8 1.234, H18 1.099
6 N 1.93 0.82 0.17  C4 1.456, C5 1.318, H19 1.012
7 N -3.09 -0.64 0.17  C1 1.459, C2 1.458, H20 1.017, H21 1.050
8 O -0.22 0.11 0.10  C5 1.234
9 H -3.32 1.42 0.78  C1 1.082
10 H -4.77 0.37 1.10  C1 1.083
11 H -4.68 -0.48 -1.31  C2 1.083
12 H -3.22 0.57 -1.61  C2 1.083
13 H 3.59 -1.04 1.27  C3 1.090
14 H 3.40 -1.52 -0.43  C3 1.088
15 H 4.92 -0.82 0.11  C3 1.089
16 H 3.89 1.35 0.51  C4 1.090
17 H 3.56 0.85 -1.15  C4 1.096
18 H 1.33 -0.97 -0.59  C5 1.099
19 H 1.66 1.70 0.59  N6 1.012
20 H -3.39 -1.56 0.48  N7 1.017
21 H -2.04 -0.52 0.17  N7 1.050

Model two:
Computed, not measured: 2 unconnected molecules or ions with the total composition C5H13N2O, with ωB97M-V with the def2-TZVPD basis set.

Summary:
* charge: +1
* orbital gap: 5.99 eV
* multiplicity: 1

Bonds (Å) are listed after each position.
Element x y z (Å)
1 C 1.34 0.22 -1.69  C2 1.556, N7 1.440, H8 1.114, H9 1.134
2 C 0.01 1.03 -1.61  C1 1.556, C3 1.505, H10 1.159, H11 1.073
3 C -0.41 1.68 -0.33  C2 1.505, C4 1.412, H12 1.135
4 C -1.14 0.91 0.61  C3 1.412, N5 1.679, C6 1.575, H13 1.095
5 N -0.20 -0.14 1.52  C4 1.679, C6 1.553, H20 1.041
6 C -0.71 1.21 2.09  C4 1.575, N5 1.553, H14 1.122, H15 1.126
7 N 1.15 -1.20 -1.51  C1 1.440, H16 1.009, H17 1.020
8 H 1.71 0.32 -2.74  C1 1.114
9 H 1.99 0.82 -0.98  C1 1.134
10 H 0.06 1.76 -2.51  C2 1.159
11 H -0.61 0.25 -2.01  C2 1.073
12 H -0.31 2.80 -0.20  C3 1.135
13 H -2.16 0.57 0.40  C4 1.095
14 H 0.10 1.98 2.16  C6 1.122
15 H -1.33 1.02 3.01  C6 1.126
16 H 1.16 -1.52 -0.55  N7 1.009
17 H 1.86 -1.70 -2.05  N7 1.020
18 H -0.51 -1.75 1.05  O21 1.051
19 H -1.12 -3.26 1.13  O21 0.914
20 H 0.80 0.12 1.41  N5 1.041
21 O -0.37 -2.78 0.91  H18 1.051, H19 0.914

Model three:
Computed, not measured: 2 unconnected molecules or ions with the total composition C5H13N2O, with ωB97M-V with the def2-TZVPD basis set.

Summary:
* charge: +1
* orbital gap: 9.77 eV
* multiplicity: 1

Bonds (Å) are listed after each position.
Element x y z (Å)
1 C -1.01 2.30 -0.58  C2 1.559, H5 1.110, H6 1.092, H7 1.102
2 C -0.33 2.08 0.81  C1 1.559, N4 1.479, H8 1.108, H9 1.147
3 C -1.39 0.11 1.78  N4 1.315, H10 1.067, H11 1.121
4 N -0.35 0.64 1.18  C2 1.479, C3 1.315, H12 1.041
5 H -0.32 1.88 -1.34  C1 1.110
6 H -1.94 1.72 -0.63  C1 1.092
7 H -1.23 3.36 -0.76  C1 1.102
8 H 0.74 2.35 0.81  C2 1.108
9 H -0.92 2.62 1.62  C2 1.147
10 H -1.43 -0.94 1.96  C3 1.067
11 H -2.26 0.77 2.07  C3 1.121
12 H 0.42 0.01 0.89  N4 1.041
13 C 0.04 -1.69 -1.02  C14 1.535, H17 1.087, H18 1.116, H19 1.130
14 C 1.46 -1.63 -0.43  C13 1.535, N15 1.335, O16 1.233
15 N 2.39 -2.38 -1.02  C14 1.335, H20 1.027, H21 0.987
16 O 1.73 -0.84 0.48  C14 1.233
17 H -0.28 -0.74 -1.42  C13 1.087
18 H -0.66 -1.77 -0.15  C13 1.116
19 H -0.20 -2.58 -1.68  C13 1.130
20 H 3.39 -2.34 -0.77  N15 1.027
21 H 2.15 -2.94 -1.79  N15 0.987

Q: Which of them is the least stable? A: model two.